{"formula": "C42H55GeN5OY", "method": "ωB97M-V with the def2-TZVPD basis set", "s2": 0.754, "total_charge": 2, "orbital_gap_ev": [8.0747, 6.0254], "multiplicity": 2, "e_homo_ev": [-12.384, -12.691], "de_lowest_kj_mol": 33.7, "energy_ha": -4097.307232, "symbols": ["Y", "C", "C", "N", "C", "C", "N", "C", "C", "C", "N", "C", "C", "N", "C", "H", "H", "H", "H", "H", "H", "H", "H", "H", "H", "H", "H", "H", "H", "H", "H", "H", "H", "H", "H", "H", "H", "H", "H", "C", "C", "C", "C", "C", "C", "C", "C", "H", "H", "H", "H", "H", "C", "C", "C", "C", "C", "C", "Ge", "C", "C", "C", "C", "C", "C", "C", "C", "C", "C", "C", "C", "H", "H", "H", "H", "H", "H", "H", "H", "H", "H", "H", "H", "H", "H", "H", "O", "C", "C", "C", "C", "C", "C", "N", "H", "H", "H", "H", "H", "H", "H", "H", "H", "H", "H"], "positions_angstrom": [[-0.15213, 0.05129, 1.26230], [-2.97636, 0.88998, 3.80897], [-3.25787, -0.31374, 2.92266], [-2.06374, -1.12124, 2.54396], [-1.55453, -1.94872, 3.66770], [-0.10502, -2.31142, 3.46761], [0.70082, -1.07259, 3.36229], [2.16013, -1.35374, 3.33558], [2.98864, -0.10298, 3.57814], [3.14915, 0.82310, 2.38305], [1.89620, 1.49947, 1.94675], [1.49910, 2.62814, 2.82456], [0.02809, 2.93537, 2.70346], [-0.75527, 1.74875, 3.10607], [-2.20965, 2.03859, 3.17990], [-2.47812, 0.58263, 4.74083], [-3.94770, 1.27714, 4.11629], [-3.71776, 0.02301, 1.99784], [-3.97185, -0.95729, 3.43533], [-2.38817, -1.75412, 1.82818], [-2.14463, -2.85252, 3.79634], [-1.65460, -1.37542, 4.58950], [0.02037, -2.88334, 2.55182], [0.23358, -2.93517, 4.29514], [0.52572, -0.56101, 4.21716], [2.40643, -1.78235, 2.36285], [2.40104, -2.09970, 4.09036], [3.99177, -0.41737, 3.86511], [2.58816, 0.43598, 4.44409], [3.51093, 0.24782, 1.52982], [3.90680, 1.57308, 2.60837], [2.13132, 1.89951, 1.04902], [2.08275, 3.52059, 2.59654], [1.72452, 2.35933, 3.85738], [-0.23137, 3.19081, 1.67167], [-0.20633, 3.79905, 3.32545], [-0.47345, 1.52840, 4.05303], [-2.56372, 2.23364, 2.17371], [-2.37224, 2.93950, 3.77407], [-1.84470, 0.89186, 0.10247], [-2.78986, 1.43043, -0.48225], [-3.83495, 2.10857, -1.21185], [-4.57786, 3.12426, -0.60013], [-5.61194, 3.74282, -1.28803], [-5.91153, 3.35668, -2.58988], [-5.16772, 2.36005, -3.21032], [-4.13257, 1.73763, -2.52800], [-4.33719, 3.42841, 0.41273], [-6.18658, 4.52790, -0.80846], [-6.72619, 3.83687, -3.12369], [-5.39675, 2.06707, -4.22915], [-3.54359, 0.96593, -3.01045], [-0.56868, -1.63013, -5.04618], [-1.43485, -1.42268, -3.97195], [-1.00655, -0.70667, -2.85553], [0.29672, -0.19891, -2.80001], [1.16573, -0.42764, -3.87467], [0.72904, -1.13173, -4.99631], [0.96367, 0.90878, -1.34924], [2.88594, 0.71024, -1.24196], [3.45148, -0.56458, -1.08393], [4.83182, -0.73093, -1.10752], [5.66018, 0.37594, -1.28260], [5.11019, 1.64521, -1.42884], [3.72685, 1.81851, -1.40006], [0.48842, 2.75040, -1.68467], [-0.29570, 3.05082, -2.80405], [-0.60156, 4.37571, -3.10756], [-0.14394, 5.40669, -2.29312], [0.62173, 5.11926, -1.16777], [0.93123, 3.79753, -0.86545], [-0.90871, -2.17493, -5.92373], [-2.44919, -1.81099, -4.00967], [-1.69084, -0.53088, -2.03776], [2.18668, -0.05539, -3.84464], [1.40596, -1.29059, -5.83089], [2.80911, -1.43137, -0.96076], [5.26527, -1.72003, -0.99655], [6.73851, 0.24614, -1.31305], [5.75814, 2.50448, -1.57786], [3.31018, 2.81211, -1.52880], [-0.66534, 2.25660, -3.44482], [-1.19953, 4.60190, -3.98490], [-0.38206, 6.43674, -2.53646], [0.97960, 5.92406, -0.53224], [1.54429, 3.59813, 0.01238], [0.60594, -2.00962, 0.34996], [0.88822, -3.04920, -0.32383], [1.75142, -4.13319, 0.26422], [1.09259, -5.55296, 0.30960], [-0.28541, -5.66170, -0.35701], [-0.21810, -5.57459, -1.88199], [0.67718, -4.42346, -2.34879], [0.46257, -3.19873, -1.55576], [2.03006, -3.80799, 1.25986], [2.67379, -4.16048, -0.32633], [0.99835, -5.85101, 1.35433], [1.77173, -6.27379, -0.15432], [-0.94423, -4.87439, 0.02936], [-0.74670, -6.60387, -0.07118], [-1.22368, -5.45916, -2.28987], [0.19052, -6.50348, -2.28947], [0.49396, -4.16666, -3.38644], [1.72609, -4.70527, -2.26837], [-0.11771, -2.46319, -1.93866]], "atomic_forces_ev_per_a": [[1.1, -1.2, 2.0], [0.1, -0.1, 0.1], [0.1, 0.0, 0.0], [0.4, 0.3, 0.2], [-0.1, 0.2, -0.1], [0.1, 0.2, 0.0], [0.2, -0.5, -0.1], [-0.2, 0.1, -0.1], [-0.1, 0.1, 0.0], [-0.2, 0.0, 0.0], [-0.2, -0.3, 0.1], [0.2, -0.1, 0.0], [-0.1, -0.2, -0.1], [-0.2, 0.1, -0.5], [0.1, 0.0, 0.1], [-0.1, 0.1, -0.1], [-0.1, 0.0, 0.0], [0.0, 0.0, -0.1], [-0.1, -0.1, 0.1], [-0.1, -0.2, -0.3], [-0.2, -0.1, 0.0], [0.0, 0.0, 0.0], [0.1, -0.1, -0.1], [0.1, -0.1, 0.1], [0.0, 0.2, 0.2], [0.0, -0.1, -0.1], [0.0, -0.1, 0.1], [0.0, 0.0, 0.0], [0.1, 0.0, 0.0], [0.0, 0.0, -0.1], [0.1, 0.1, 0.0], [0.1, 0.1, -0.3], [0.1, 0.0, 0.0], [0.0, 0.0, 0.0], [-0.1, 0.0, 0.0], [-0.1, 0.1, 0.0], [0.1, -0.2, 0.2], [0.0, 0.0, -0.2], [0.0, 0.1, 0.1], [-1.7, 0.8, -1.1], [0.6, 0.0, 0.1], [0.0, -0.2, 0.2], [0.0, 0.0, 0.0], [0.1, 0.0, 0.0], [0.0, 0.1, 0.0], [0.1, 0.0, 0.0], [0.0, 0.0, 0.0], [0.0, 0.0, -0.1], [0.1, -0.1, 0.0], [0.1, -0.1, 0.1], [0.0, 0.0, 0.1], [0.0, 0.0, 0.0], [0.0, 0.0, 0.1], [0.1, 0.0, -0.1], [0.1, 0.1, -0.3], [0.0, -0.2, -0.2], [-0.2, -0.1, 0.0], [0.0, 0.0, 0.1], [-0.1, 0.4, -1.1], [0.3, -0.2, 0.2], [0.2, 0.2, 0.0], [-0.1, 0.1, 0.0], [0.0, 0.0, 0.0], [0.0, 0.0, 0.0], [0.2, -0.2, 0.1], [0.0, 0.3, 0.1], [0.0, 0.2, 0.2], [0.0, -0.1, 0.1], [0.0, -0.1, 0.0], [0.0, -0.1, 0.0], [-0.1, 0.1, -0.2], [0.1, 0.1, 0.2], [0.1, 0.1, 0.0], [-0.1, 0.1, 0.1], [-0.1, 0.0, 0.0], [-0.1, 0.0, 0.1], [0.0, 0.1, 0.0], [0.0, 0.1, 0.0], [-0.2, 0.0, 0.0], [-0.1, -0.1, 0.0], [0.0, -0.1, 0.0], [0.0, 0.1, 0.0], [0.1, 0.0, 0.1], [0.0, -0.1, 0.0], [0.0, -0.1, -0.1], [0.0, 0.0, -0.1], [-0.3, 0.4, 0.1], [0.0, 0.1, 0.2], [-0.1, -0.2, -0.1], [0.0, 0.1, 0.0], [0.2, 0.2, 0.0], [0.0, 0.1, 0.0], [-0.1, 0.1, 0.2], [0.0, -0.4, -0.1], [0.0, 0.0, 0.1], [-0.1, 0.0, 0.0], [0.0, 0.0, 0.0], [0.0, 0.1, 0.1], [0.0, -0.1, 0.0], [0.0, -0.1, 0.0], [0.0, 0.0, 0.0], [0.0, 0.1, 0.0], [0.0, 0.0, -0.1], [0.1, 0.0, 0.0], [0.0, 0.1, -0.1]]}